Entry 1:
111
Properties=species:S:1:pos:R:3:forces:R:3 method="wB97M-V/def2-TZVPD" spin_multiplicity=2 e_lumo_ev="-1.71 / -1.56" homo_ev="-7.539 / -7.539"
Fe 0.98642 0.07326 0.34702 -1.0 -0.7 2.4
C 1.35451 -4.48705 -0.94442 0.1 0.1 0.1
C 1.54069 -4.08600 0.49129 0.2 -0.4 -0.1
N 1.71423 -5.05843 1.36288 -0.2 0.2 -0.2
C 1.98830 -4.77328 2.64444 0.1 0.1 0.1
C 2.21840 -3.49852 3.09732 0.2 0.0 0.1
C 2.57587 -3.25510 4.54244 -0.1 0.0 0.0
O 3.87708 -2.70278 4.72288 0.1 0.0 0.0
C 2.12121 -2.43552 2.16882 -0.8 -0.8 -0.5
C 2.62199 -1.14610 2.48090 0.5 0.7 -0.3
N 2.66183 -0.19900 1.59859 -1.0 0.0 0.3
C 3.41220 0.96271 1.77886 0.8 0.8 0.2
C 3.79617 1.52881 2.99546 -0.3 -0.3 -0.2
C 4.48043 2.73141 3.01937 0.1 0.1 0.0
C 4.82159 3.38419 1.84432 0.0 -0.1 0.1
C 4.49367 2.81603 0.61913 0.0 0.0 -0.1
C 3.80217 1.62831 0.61602 0.0 -0.4 -0.2
I 3.25573 0.65411 -1.17290 0.3 0.3 -0.1
C 1.62646 -2.71270 0.86061 0.4 0.4 0.9
O 1.28820 -1.79014 0.00965 0.0 -0.2 -0.3
H 0.82074 -5.43385 -0.99601 0.0 0.0 0.0
H 2.34008 -4.63547 -1.39363 0.0 0.0 0.0
H 0.84336 -3.72026 -1.51981 0.1 -0.1 0.0
H 2.06904 -5.62386 3.31254 0.0 0.0 0.0
H 2.47140 -4.19097 5.09821 0.0 0.0 0.0
H 1.88627 -2.53215 4.98435 0.0 0.0 0.0
H 4.52957 -3.32405 4.38374 0.0 0.0 0.0
H 3.08806 -1.00146 3.45187 0.3 -0.1 -0.1
H 3.51448 1.04732 3.92366 0.0 0.1 0.0
H 4.73409 3.17312 3.97355 0.0 0.0 0.0
H 5.33560 4.33502 1.87583 0.0 0.0 0.0
H 4.76357 3.29306 -0.31325 0.0 0.0 0.0
O -1.86259 1.04268 6.67666 -0.1 -0.1 0.3
C -1.44407 -0.06928 6.33804 0.5 0.0 -1.0
O -1.35535 -1.18217 6.87331 -0.2 0.1 0.2
C -0.88160 -0.07529 4.84383 -0.5 -0.1 1.0
C -0.95284 -1.24577 4.10170 0.2 0.2 -0.4
C -0.52845 -1.22734 2.78613 -0.1 -0.2 0.0
N -0.01874 -0.13164 2.21824 0.4 0.1 -1.1
C 0.08907 0.98771 2.95202 0.0 0.3 0.3
C -0.35226 1.06757 4.25929 0.2 -0.1 -0.5
C 0.69466 2.17038 2.23884 -0.4 -0.1 0.5
O 0.82062 3.24775 2.77519 0.1 0.0 -0.2
O 1.03181 1.90235 1.01142 0.4 -0.4 -0.6
H -1.33683 -2.15056 4.55236 0.0 0.0 0.1
H -0.59292 -2.10903 2.16631 0.1 0.1 0.1
H -0.28565 2.00447 4.79397 -0.1 0.0 0.1
C -1.54444 2.08922 -2.52278 0.1 0.0 0.0
N -2.13660 0.81016 -2.82205 0.4 -0.4 0.4
C -2.56419 0.11012 -1.63538 0.3 0.4 -0.1
P -1.14335 -0.79805 -0.69239 -0.3 -0.4 -0.7
C -2.17796 -1.93718 0.29047 0.2 0.2 0.1
C -3.30396 -1.42729 0.93795 0.0 0.0 -0.1
C -4.08955 -2.24869 1.73121 0.0 0.0 0.0
C -3.74828 -3.58219 1.90334 0.0 0.0 0.0
C -2.60715 -4.08663 1.29518 0.0 -0.1 0.0
C -1.82181 -3.26910 0.49865 0.0 0.0 -0.1
C -0.58036 -1.78340 -2.12769 -0.2 0.2 0.0
C 0.49417 -1.30408 -2.86933 0.0 0.0 0.0
C 0.88541 -1.93786 -4.03654 0.0 0.1 0.0
C 0.19772 -3.05662 -4.47987 0.0 -0.1 -0.1
C -0.87377 -3.54067 -3.74715 -0.1 -0.1 0.0
C -1.26880 -2.90623 -2.58035 0.0 0.2 0.0
C -2.28085 0.33394 -4.12744 -0.2 0.0 -0.2
C -3.24026 -0.63329 -4.45137 0.0 -0.1 0.1
C -3.42201 -1.05377 -5.75780 0.0 0.0 0.0
C -2.66634 -0.52557 -6.79185 0.0 0.0 -0.1
C -1.71462 0.43484 -6.48883 0.0 -0.1 0.0
C -1.52071 0.85487 -5.18475 0.1 0.0 0.2
P -0.23029 2.03799 -1.13483 -0.7 1.0 -0.6
C 0.93509 3.31083 -1.73318 0.0 -0.1 0.1
C 1.38945 3.23157 -3.05066 -0.1 0.0 0.0
C 2.31645 4.13816 -3.53610 0.0 0.0 0.0
C 2.81896 5.12584 -2.70061 0.0 0.0 0.0
C 2.40994 5.18033 -1.37593 0.0 0.0 0.0
C 1.48309 4.27135 -0.88535 0.0 0.0 0.1
C -1.34911 2.92780 0.02731 0.2 0.0 0.2
C -2.05517 2.21869 0.99510 0.1 0.1 -0.1
C -2.92067 2.86368 1.86457 -0.1 -0.1 0.0
C -3.11448 4.23118 1.75438 -0.1 0.0 0.0
C -2.46076 4.93889 0.75783 0.0 0.0 -0.1
C -1.58724 4.29344 -0.10546 0.0 0.0 0.1
H -2.32207 2.74583 -2.12095 0.0 0.1 -0.1
H -1.15028 2.56594 -3.41098 0.1 0.0 0.0
H -3.29949 -0.65804 -1.85268 0.1 -0.1 0.0
H -3.02482 0.84006 -0.96278 -0.1 -0.1 0.0
H -3.57010 -0.38201 0.83342 -0.1 0.0 0.0
H -4.96565 -1.84265 2.21923 0.0 0.0 0.0
H -4.36514 -4.22401 2.51808 0.0 0.0 0.0
H -2.32714 -5.12331 1.43290 0.0 0.0 0.0
H -0.92459 -3.66158 0.04162 0.0 -0.1 0.0
H 1.03019 -0.42659 -2.52833 0.0 0.0 0.0
H 1.71970 -1.55025 -4.60745 0.0 0.0 0.0
H 0.48465 -3.54136 -5.40380 0.0 0.0 0.0
H -1.41840 -4.41218 -4.08753 0.0 0.0 0.0
H -2.11558 -3.28429 -2.02447 0.0 0.0 0.0
H -3.87610 -1.05798 -3.68692 0.0 0.0 0.0
H -4.17700 -1.80095 -5.96879 0.0 0.0 0.0
H -2.81574 -0.85316 -7.81188 0.0 0.0 0.0
H -1.10328 0.86372 -7.27320 0.0 0.0 0.0
H -0.75128 1.59095 -5.00164 0.0 0.0 0.0
H 1.03524 2.43954 -3.70147 -0.1 0.0 0.0
H 2.65035 4.06779 -4.56340 0.0 0.0 0.0
H 3.53944 5.83960 -3.07881 0.0 0.0 0.0
H 2.81699 5.93683 -0.71685 0.0 0.0 0.0
H 1.19769 4.30459 0.15891 0.0 0.0 0.0
H -1.91264 1.15003 1.08228 0.1 0.0 0.2
H -3.42979 2.30014 2.63689 0.0 0.0 0.0
H -3.77770 4.74479 2.43749 0.0 0.0 0.0
H -2.62691 6.00300 0.64940 0.0 0.0 0.0
H -1.08636 4.86087 -0.87772 0.0 0.0 0.0



Entry 2:
24
Properties=species:S:1:pos:R:3:forces:R:3 method="wB97M-V/def2-TZVPD" spin_multiplicity=1 e_lumo_ev=-3.17 homo_ev=-13.681 charge=+1
C 1.21734 -0.17407 2.71507 -1.0 1.6 1.5
C -0.25307 -0.57292 2.72620 0.5 -2.5 -2.4
C -0.53406 -1.52992 1.48025 1.5 1.0 0.2
C -0.75918 -0.70226 0.27740 -2.2 2.0 -1.0
C -0.83426 -1.05729 -0.99390 0.1 -2.7 -0.5
N -1.07736 -0.22618 -2.19304 -0.4 -0.3 0.0
H 1.42283 0.67741 2.04453 0.0 -0.3 0.4
H 1.38014 0.07850 3.77291 0.6 0.6 -0.4
H 1.91088 -0.94901 2.51692 0.4 -1.0 -0.5
H -0.47797 -1.23947 3.55515 -0.1 0.6 0.5
H -0.95702 0.24352 2.58755 0.1 0.2 0.7
H 0.34328 -2.11466 1.17777 0.0 -0.3 0.8
H -1.31019 -2.20342 1.75873 -0.9 -0.5 -0.3
H -1.10720 0.33283 0.49148 0.8 -0.3 -0.2
H -0.84065 -2.13841 -1.29756 0.5 1.2 0.3
H -0.37371 -0.35644 -2.92685 0.5 -0.1 0.4
H -1.96793 -0.47496 -2.62725 -0.1 0.0 0.2
H -1.09307 0.76629 -2.01591 0.2 0.9 0.4
H 1.49546 1.38175 -1.73173 0.0 -2.7 -1.2
H 2.56063 0.75217 -2.55223 0.0 -0.7 -0.2
O 1.71025 0.46957 -2.18053 -0.1 3.2 1.2
H 0.21100 3.26365 -1.52969 -0.3 0.0 -0.2
H -0.42355 3.12889 -2.93544 0.1 0.1 0.1
O -0.24260 2.64442 -2.11983 0.0 0.0 0.1



Entry 3:
55
Properties=species:S:1:pos:R:3:forces:R:3 method="wB97M-V/def2-TZVPD" spin_multiplicity=1 e_lumo_ev=-4.87 homo_ev=-12.938 charge=+1
C 2.63566 -2.50051 2.67190 -4.3 5.2 1.7
C 1.98710 -1.38571 2.98798 4.0 -4.6 -2.5
C 1.47496 0.13021 3.05095 0.0 -1.2 1.4
C -0.04634 0.14327 2.48939 -1.0 -2.5 1.2
N -0.15572 0.69753 1.06770 0.7 -0.9 -0.1
C -1.50320 0.50663 0.45440 -7.9 -1.1 2.0
O -2.54200 0.27683 1.17505 6.2 1.6 -2.8
N -1.75415 0.50733 -1.03812 1.4 -2.8 2.3
C -1.61267 -0.94639 -1.41372 1.9 -3.0 -6.1
O -1.22877 -1.31789 -2.57339 -2.3 2.5 6.8
F -1.85835 -2.02680 -0.47466 0.5 3.5 -1.5
C 0.39802 2.09282 1.01672 1.2 3.5 -1.8
C -0.66251 3.28830 1.19359 0.1 0.9 0.8
C -1.63676 3.17327 2.48409 -1.1 1.3 -0.6
F -1.42451 3.58764 -0.03369 1.3 -1.2 2.3
C 1.58408 2.35795 2.12545 -1.6 -0.3 1.3
N 2.39245 1.14761 2.44754 -1.0 0.1 -1.4
C 3.20353 0.63440 1.30510 2.0 -0.2 -0.5
C 3.99099 1.77382 0.45036 1.1 -0.9 -1.0
C 3.40188 1.93879 -1.07804 0.4 -0.3 0.3
C 5.54182 1.26068 0.23189 0.1 1.7 0.1
H 2.92159 -3.60168 2.44481 -0.5 2.6 0.7
H 1.39600 0.39761 4.18595 0.0 -0.5 -2.0
H -0.37829 -0.97226 2.38997 0.5 2.1 0.3
H -0.79926 0.62131 3.21624 1.3 -0.4 -1.6
H 0.50475 0.09604 0.50851 -0.5 0.6 0.4
H -2.74789 0.80478 -1.20033 1.0 -0.3 0.4
H 0.87468 2.22608 -0.03814 -0.9 -0.4 1.8
H -0.03011 4.25366 1.37391 -0.9 -1.9 -0.6
H -1.12972 2.76917 3.43115 -0.7 0.5 -1.6
H -1.95020 4.26989 2.73631 0.6 -2.0 -0.4
H -2.64502 2.63379 2.25080 2.1 0.7 0.4
H 1.00541 2.62783 3.10587 1.2 -0.4 -1.6
H 2.18404 3.29812 1.85669 -0.8 -1.8 0.1
H 2.64834 -0.04285 0.55568 0.4 0.9 1.0
H 4.04486 -0.03045 1.76699 -1.8 1.1 -0.8
H 4.09099 2.78532 0.99691 -0.5 -1.7 -0.8
H 2.83616 0.95497 -1.35595 0.8 1.9 0.4
H 2.76220 2.88400 -1.21256 0.8 -1.6 0.1
H 4.28142 2.00018 -1.83425 -1.6 0.1 1.4
H 5.96592 0.71168 1.14677 -0.7 0.6 -1.5
H 5.68223 0.71291 -0.76971 -0.3 0.5 1.8
H 6.16074 2.24787 0.13906 -0.9 -1.9 0.1
C -4.16466 -2.73362 -4.47108 -0.1 0.1 0.0
C -3.78284 -3.44332 -3.17805 0.1 0.4 -0.1
C -3.84448 -4.96709 -3.28654 0.2 0.1 0.3
C -5.20922 -5.45487 -3.51093 -0.3 -0.3 -0.2
N -6.28086 -5.83809 -3.69138 0.5 0.3 0.1
H -5.20247 -2.93689 -4.74838 0.1 0.0 0.0
H -4.05900 -1.65176 -4.35164 0.0 -0.1 -0.1
H -3.51979 -3.04801 -5.29634 -0.1 0.0 0.0
H -4.43537 -3.09547 -2.36957 0.0 -0.2 0.0
H -2.76158 -3.15364 -2.91100 -0.1 -0.2 0.0
H -3.46179 -5.40341 -2.35807 -0.1 -0.1 -0.1
H -3.18850 -5.31173 -4.09221 -0.2 0.0 0.0



Entry 4:
18
Properties=species:S:1:pos:R:3:forces:R:3 method="wB97M-V/def2-TZVPD" spin_multiplicity=1 e_lumo_ev=3.76 homo_ev=-4.601 charge=-1
C 0.73036 -1.26883 -0.11969 -1.4 0.2 0.4
C 1.30418 0.01328 -0.84339 -1.6 -1.2 0.5
C 0.44168 1.30922 -0.40291 1.5 -0.6 1.4
O -0.79141 1.17241 -0.23917 0.5 -0.1 0.0
O 1.13950 2.28101 -0.06371 0.1 0.2 -0.5
N -0.78986 -1.48942 -0.21377 3.3 -1.6 -0.4
H 1.10266 -2.25626 -0.41495 0.9 0.5 -0.1
H 0.93932 -1.07930 0.93763 0.2 -0.5 0.0
H 2.34365 0.08672 -0.47976 -0.4 0.4 -0.7
H 1.20837 -0.20684 -1.92117 0.4 0.5 0.1
H -0.95761 -1.08167 -1.11882 -1.4 0.7 0.6
H -1.10248 -1.06207 0.62429 -1.3 1.2 -0.5
H 0.10036 -1.30619 3.09687 0.0 0.1 -0.1
H -0.10851 0.21470 3.13920 0.1 0.0 -0.2
O 0.38825 -0.50471 3.54385 0.0 0.0 0.2
H -2.03587 2.22030 -1.24677 0.4 -0.4 0.3
H -1.60052 1.19319 -2.23367 1.2 -0.9 0.1
O -2.31208 1.76447 -2.04404 -2.4 1.4 -1.2



Entry 5:
62
Properties=species:S:1:pos:R:3:forces:R:3 method="wB97M-V/def2-TZVPD" spin_multiplicity=2 e_lumo_ev="-0.99 / -0.88" homo_ev="-7.120 / -7.178"
Ru -0.88847 -0.25336 0.60091 1.2 -0.5 1.5
Cl -4.60387 5.23834 -0.84459 -0.2 0.2 -0.2
C -3.43967 4.18694 -0.14419 0.5 0.3 0.9
C -3.16087 2.98684 -0.75849 0.4 -0.6 0.0
C -2.24097 2.10214 -0.18509 -0.3 2.4 1.6
N -1.91107 0.87584 -0.65669 0.0 -2.7 -0.9
C -2.33937 0.31734 -1.84899 -0.2 2.6 0.3
O -2.89377 0.93464 -2.75999 0.4 -1.1 0.5
C -2.01047 -1.10596 -1.89459 0.7 -2.4 -0.1
C -2.47497 -1.94356 -2.91959 0.2 1.0 0.4
C -2.17777 -3.28356 -2.88949 0.6 -0.7 0.9
C -1.43547 -3.78946 -1.80309 -0.5 0.3 -1.0
C -0.98637 -2.91006 -0.84349 0.3 -0.1 0.1
N -1.23027 -1.60346 -0.88369 -1.6 -0.6 -1.0
C -1.59277 2.45674 1.05921 -1.6 1.2 -1.4
C -1.87817 3.69974 1.64191 0.3 -0.5 0.0
C -2.79097 4.54774 1.05491 -0.5 -0.3 -1.0
Cl -3.15217 6.04934 1.81191 0.0 0.2 0.2
N -0.77627 1.49374 1.55391 2.1 -1.0 2.0
C 0.10233 1.66834 2.61381 -1.8 1.8 -1.5
O 0.23343 2.71244 3.25161 0.4 -0.9 0.1
C 0.87683 0.45574 2.88431 1.1 -1.9 0.2
C 1.64953 0.34684 4.05071 -0.5 0.5 -0.6
C 2.29523 -0.83046 4.33271 -0.1 -0.9 -0.6
C 2.12943 -1.91356 3.45101 0.3 0.7 0.6
C 1.37413 -1.73536 2.31621 0.0 0.0 -0.4
N 0.79423 -0.57926 1.99321 -1.0 0.7 1.1
H -3.64707 2.71064 -1.68079 0.0 0.1 0.0
H -3.05897 -1.50126 -3.71249 0.0 0.1 0.0
H -2.50917 -3.94396 -3.67569 -0.1 -0.1 0.0
H -1.20567 -4.83946 -1.71829 0.0 -0.1 0.0
H -0.38997 -3.25566 -0.00419 -0.2 0.1 0.0
H -1.38697 3.97874 2.56071 -0.1 0.0 0.0
H 1.69753 1.20384 4.70491 0.0 0.1 0.0
H 2.90163 -0.93846 5.21821 0.0 0.0 0.1
H 2.59613 -2.86536 3.64601 0.0 -0.1 0.0
H 1.23503 -2.54626 1.61131 0.0 0.0 0.0
C 1.85023 1.20154 -0.72459 0.3 0.3 0.0
C 3.19793 1.38374 -1.47479 -0.1 0.2 0.1
N 3.33783 0.35404 -2.48689 0.4 0.0 -0.3
C 3.40143 -0.95166 -1.86119 0.0 -0.1 0.1
C 2.15813 -1.15686 -0.95559 0.2 -0.1 0.0
N 1.22203 -0.04996 -1.15369 -0.6 0.1 0.5
C 0.90163 0.04354 -2.58029 0.0 0.1 -0.3
C 2.19203 0.38674 -3.37479 -0.2 0.0 -0.1
H 1.15733 2.01744 -0.94629 0.0 0.0 0.1
H 2.00873 1.15854 0.35591 -0.1 0.1 -0.1
H 4.04413 1.30714 -0.78989 0.0 0.0 0.0
H 3.24543 2.35444 -1.96979 0.0 0.0 0.1
H 4.32463 -1.01956 -1.28389 0.0 -0.1 0.0
H 3.44073 -1.69906 -2.65519 0.0 -0.1 0.0
H 2.44853 -1.16716 0.09531 0.0 -0.1 -0.1
H 1.64333 -2.09016 -1.19849 0.0 0.0 0.1
H 0.14653 0.81694 -2.72129 -0.1 0.0 0.0
H 0.48103 -0.91046 -2.90569 0.0 0.0 0.0
H 2.13023 1.38134 -3.81779 0.0 0.0 0.0
H 2.36743 -0.33506 -4.17469 -0.1 0.1 -0.1
C -1.87867 -2.24056 3.12951 0.5 0.3 0.9
O -1.80197 -1.64556 1.91391 -0.1 1.3 -3.5
H -2.89737 -2.63026 3.29701 0.2 0.1 0.0
H -1.64297 -1.54086 3.94881 0.0 -0.2 0.2
H -1.18247 -3.09576 3.20041 0.0 0.0 0.2



The records above yield electronic energy values of -4960.622119, -405.058350, -1271.933752, -476.059543, -2537.191085 Eh, respectively.
The records above yield ΔE to the lowest compared entry with this formula, charge and spin values of 0.0, 162.2, 430.3, 200.0, 122.0 kJ/mol, respectively.